39
Properties=species:S:1:pos:R:3:forces:R:3 method="wB97M-V/def2-TZVPD" lumo_ev=0.41 relative_energy_kcal_mol=23.1 spin_multiplicity=1 max_force_ev_per_a=0.84 homo_energy_ev=-8.99 smiles="O=C1COc2ccc(S(=O)(=O)NCCc3ccccc3)cc2N1"
O -2.13455 0.22138 5.89444 0.0075 -0.0309 0.2397
C -1.26184 0.46735 5.09800 0.1864 -0.1259 -0.0399
C 0.21821 0.25456 5.39504 -0.0685 0.0891 0.5631
O 1.04432 0.01157 4.27226 -0.0541 -0.1078 -0.3429
C 0.76233 0.71889 3.14765 0.0123 0.2657 -0.3480
C 1.75342 0.87596 2.18661 -0.2514 -0.0267 0.2463
C 1.48077 1.56677 1.01741 0.0898 0.0685 -0.0884
C 0.22046 2.09382 0.81909 0.0104 0.2206 -0.5044
S -0.18158 2.94518 -0.69620 -0.3201 -0.3200 -0.1515
O -1.07511 4.03012 -0.42052 -0.2096 -0.0992 0.1196
O 1.02504 3.20592 -1.42765 0.0767 -0.2753 0.1810
N -1.09728 1.75832 -1.44542 0.2128 0.6861 0.4325
C -0.32664 0.71112 -2.08104 0.1776 -0.4012 -0.1835
C -1.19500 -0.52323 -2.34661 0.2690 0.2209 0.1400
C -0.34077 -1.65917 -2.83426 -0.1318 0.0125 -0.0544
C -0.20281 -1.91702 -4.19124 -0.0050 0.0054 0.0357
C 0.61182 -2.94459 -4.63447 0.0420 -0.0295 -0.0828
C 1.30204 -3.72521 -3.72373 0.0482 -0.0599 -0.0453
C 1.17390 -3.47325 -2.36813 0.0588 -0.0389 0.0643
C 0.35900 -2.44609 -1.92776 -0.0197 0.0187 -0.0250
C -0.78411 1.93775 1.75384 0.0661 -0.0928 0.3053
C -0.51982 1.24626 2.92535 0.3873 -0.0070 -0.1883
N -1.50796 1.01403 3.87950 -0.3441 0.1355 -0.2566
H 0.33219 -0.60688 6.05657 -0.1308 0.1815 -0.1044
H 0.57082 1.15127 5.93032 -0.0630 -0.1405 -0.0769
H 2.72485 0.44848 2.37411 0.1260 -0.0313 0.0283
H 2.23552 1.71814 0.26288 0.1402 -0.0212 -0.0596
H -1.80241 2.16697 -2.04088 -0.1274 0.2995 -0.0021
H 0.47218 0.45461 -1.38125 0.0531 -0.1698 -0.1474
H 0.14221 1.05467 -3.01175 0.0310 -0.0771 0.1276
H -1.69530 -0.79707 -1.41617 -0.0619 0.0091 -0.0198
H -1.95690 -0.27500 -3.08751 -0.0755 -0.0265 0.0108
H -0.74058 -1.31148 -4.90674 -0.0750 0.0697 -0.0732
H 0.70750 -3.13619 -5.69310 0.0068 -0.0169 -0.0850
H 1.93676 -4.52789 -4.06842 0.0478 -0.0657 -0.0274
H 1.70939 -4.07976 -1.65252 0.0388 -0.0507 0.0585
H 0.25901 -2.25257 -0.86890 -0.0193 0.0146 0.1332
H -1.75609 2.35931 1.55529 -0.2168 0.0305 0.0676
H -2.46301 1.26292 3.65592 0.0854 -0.1129 0.1533